(1)
Formula: C11H23IO4SiYb
Source: the OMol25 dataset
Level of theory: ωB97M-V with the def2-TZVPD basis set

Element x y z (Å)
1 C -2.44409 0.69417 -3.13917
2 C -2.47639 0.04648 -1.60682
3 C -1.70571 -1.38863 -1.47096
4 C -0.06902 -1.32929 -1.58758
5 C 0.45481 -1.10686 -3.16058
6 Si 0.79755 -0.17018 -0.31466
7 C 2.24982 -1.19791 0.51474
8 O 2.01770 -1.47121 1.94462
9 C 2.62432 -0.43923 2.80368
10 O 1.55697 0.38473 3.39155
11 C 0.74202 -0.36198 4.36305
12 C -0.83636 0.11540 4.08698
13 O -0.75081 1.38417 3.31605
14 C 1.59814 1.41370 -1.05114
15 C 0.57737 2.40947 -1.85856
16 O 0.72352 2.50041 -3.20991
17 I -0.98885 3.66789 -0.97826
18 H -3.02773 1.73084 -3.03835
19 H -3.04094 -0.01739 -3.85426
20 H -1.36952 0.97052 -3.50955
21 H -3.63182 -0.17753 -1.40395
22 H -2.18242 0.84571 -0.77654
23 H -2.09704 -2.06599 -2.37279
24 H -2.07224 -1.94038 -0.48044
25 H 0.30674 -2.43171 -1.32104
26 H 1.01019 -0.09093 -3.32100
27 H 1.24169 -1.96394 -3.42141
28 H -0.43001 -1.20630 -3.92049
29 H -0.07287 0.22085 0.82242
30 H 3.27997 -0.68730 0.27813
31 H 2.27055 -2.24569 -0.05556
32 H 3.26932 -0.94120 3.65336
33 H 3.34435 0.30849 2.21793
34 H 0.75598 -1.52662 4.22916
35 H 1.08740 -0.12982 5.45789
36 H -1.42329 0.24058 5.10471
37 H -1.39891 -0.65996 3.38922
38 H -1.45802 1.32281 2.60787
39 H 2.02467 2.04889 -0.13493
40 H 2.55010 1.15485 -1.70892
41 Yb -3.00714 2.09006 -0.48450

The value obtained for the energy is -2478.794186 Ha. Its charge is +2. The strongest force on any atom comes out at 10.77 eV/Å. The value obtained for the LUMO energy is -8.6 eV.

---

(2)
Formula: C2H4ClO3S
Source: the OMol25 dataset
Level of theory: ωB97M-V with the def2-TZVPD basis set

Element x y z (Å)
1 C 0.56784 0.20402 -0.29480
2 C -0.87525 0.27132 -0.85942
3 O 0.15318 2.79962 -1.11877
4 O -2.24483 2.55125 -1.59835
5 O -1.49106 2.38671 0.80215
6 S -1.12279 2.20535 -0.65293
7 Cl -0.89717 -0.38317 -2.46958
8 H 1.09290 -0.72838 -0.55121
9 H 0.60664 0.28370 0.78308
10 H 1.03263 1.01797 -0.78877
11 H -1.64928 0.06145 -0.10206

The value obtained for the energy is -1162.760862 Ha. Its charge is -1. The strongest force on any atom comes out at 4.00 eV/Å. As for the structure (SMILES): C[C@H](Cl)S(=O)(=O)[O-]. For the energy above the lowest of the compared OMol25 structures with the same formula, charge and spin, the calculation gives 0.0 kcal per mole. The value obtained for the LUMO energy is 3.5 eV.

---

(3)
Formula: C39H41N4O3P2PdS3
Source: the OMol25 dataset
Level of theory: ωB97M-V with the def2-TZVPD basis set

Element x y z (Å)
1 Pd 0.74024 -0.70463 0.04488
2 C -4.29271 5.70281 0.84034
3 S -2.56368 5.82932 1.32851
4 C -2.27186 4.09833 1.74905
5 C -0.83302 3.90546 2.20443
6 C -0.48502 2.43212 2.32811
7 N -0.52286 1.77627 0.99739
8 P -1.15917 0.24894 0.59869
9 C -2.18048 -0.51105 1.86866
10 C -2.15778 -1.90592 1.90535
11 C -3.03348 -2.57519 2.74242
12 C -3.91942 -1.86806 3.54570
13 C -3.95074 -0.48155 3.49710
14 C -3.08915 0.19783 2.64868
15 C -2.24525 0.45648 -0.81756
16 C -3.60501 0.73115 -0.65824
17 C -4.38615 0.99034 -1.77243
18 C -3.82064 0.96888 -3.04091
19 C -2.47395 0.67964 -3.20507
20 C -1.68598 0.42283 -2.09339
21 P 0.95258 1.51850 0.09085
22 C 0.82876 2.59503 -1.34029
23 C -0.18264 3.54626 -1.43980
24 C -0.22875 4.38280 -2.54496
25 C 0.72208 4.25828 -3.54764
26 C 1.72646 3.30251 -3.44943
27 C 1.78734 2.46748 -2.34573
28 C 2.36841 2.09360 1.03799
29 C 2.66721 3.46056 1.01286
30 C 3.74399 3.94006 1.73541
31 C 4.53516 3.06058 2.46727
32 C 4.25224 1.70351 2.47545
33 C 3.16830 1.21478 1.76057
34 H -4.61843 6.69622 0.53866
35 H -4.91265 5.37255 1.67316
36 H -4.41566 5.02350 -0.00301
37 H -2.48156 3.47843 0.86998
38 H -2.95968 3.79564 2.54469
39 H -0.67715 4.39184 3.17032
40 H -0.15127 4.38440 1.49887
41 H -1.19500 1.93147 2.98482
42 H 0.49996 2.29272 2.77436
43 H -1.46209 -2.46069 1.28550
44 H -3.03097 -3.65724 2.76633
45 H -4.59382 -2.39939 4.20376
46 H -4.64997 0.06959 4.11094
47 H -3.14920 1.27802 2.58924
48 H -4.05676 0.73102 0.32506
49 H -5.44041 1.20091 -1.65235
50 H -4.43811 1.16889 -3.90681
51 H -2.03804 0.65536 -4.19428
52 H -0.63108 0.19655 -2.21187
53 H -0.93006 3.63216 -0.65977
54 H -1.00657 5.13065 -2.61909
55 H 0.68262 4.91044 -4.41029
56 H 2.46458 3.20665 -4.23415
57 H 2.56321 1.71698 -2.27666
58 H 2.07350 4.14268 0.41622
59 H 3.97492 4.99670 1.71976
60 H 5.38297 3.43802 3.02351
61 H 4.87625 1.01809 3.03199
62 H 2.94824 0.15142 1.77287
63 O 0.09454 -2.73924 -0.83969
64 C 1.13587 -2.65055 -1.51225
65 N 2.20505 -1.97398 -1.01968
66 S 3.35179 -1.72384 -2.18729
67 O 4.59984 -2.28202 -1.77069
68 O 3.31025 -0.35469 -2.61780
69 C 2.56198 -2.75071 -3.38896
70 C 3.00120 -3.10843 -4.64675
71 C 2.16461 -3.92438 -5.40008
72 C 0.93747 -4.35618 -4.90293
73 C 0.51237 -3.98529 -3.63413
74 C 1.34870 -3.17746 -2.88458
75 H 3.95373 -2.77162 -5.03131
76 H 2.47480 -4.22782 -6.39097
77 H 0.31023 -4.99102 -5.51392
78 H -0.43834 -4.31253 -3.23482
79 S 1.19819 -1.81741 2.49197
80 C 1.30230 -3.48686 2.16352
81 N 0.55411 -4.34537 2.86726
82 C 0.52121 -5.78651 2.63908
83 C 1.85175 -6.23721 2.06319
84 C 2.19688 -5.37263 0.86338
85 N 2.14580 -3.96906 1.25452
86 H -0.05364 -3.92395 3.55264
87 H -0.28828 -6.03942 1.94777
88 H 0.31271 -6.27890 3.58757
89 H 1.79311 -7.28372 1.76785
90 H 2.63315 -6.14028 2.81902
91 H 1.50006 -5.56126 0.03962
92 H 3.20378 -5.58478 0.50749
93 H 2.57196 -3.27442 0.65499

The value obtained for the energy is -3960.557293 Ha. Its charge is +1. The strongest force on any atom comes out at 0.72 eV/Å. For the energy above the lowest of the compared OMol25 structures with the same formula, charge and spin, the calculation gives 1.9 kcal per mole. The value obtained for the LUMO energy is -3.2 eV.

---

(4)
Formula: C7H12O
Source: the OMol25 dataset
Level of theory: ωB97M-V with the def2-TZVPD basis set

Element x y z (Å)
1 C -1.24491 1.84760 0.57746
2 C -0.39832 0.86982 1.32054
3 C 0.22378 -0.24144 0.61667
4 C 0.65259 -1.47747 1.35269
5 C 0.05832 -0.33970 -0.85947
6 C 1.33491 0.01757 -1.67683
7 C -0.96791 -0.98978 -1.38660
8 H -2.31013 1.40617 0.26483
9 H -0.79118 2.15731 -0.37983
10 H -1.39689 2.77417 1.22661
11 H -0.61450 0.70058 2.38303
12 H -0.04021 -2.33334 1.25602
13 H 1.53434 -1.90998 0.78794
14 H 0.93704 -1.17958 2.38026
15 H 1.54130 1.08614 -1.63712
16 H 2.19529 -0.57222 -1.33866
17 H 1.13492 -0.31480 -2.70920
18 H -1.86414 -1.16571 -0.83168
19 H -0.99698 -1.28100 -2.44310
20 O 1.01267 0.94565 1.09643

The value obtained for the energy is -349.087779 Ha. The strongest force on any atom comes out at 2.57 eV/Å. As for the structure (SMILES): C=C(C)[C@@]1(C)O[C@H]1C. For the energy above the lowest of the compared OMol25 structures with the same formula, charge and spin, the calculation gives 38.2 kcal per mole. The value obtained for the LUMO energy is 1.0 eV.

---

(5)
Formula: C2H7NO3
Source: the OMol25 dataset
Level of theory: ωB97M-V with the def2-TZVPD basis set

Element x y z (Å)
1 C -1.66204 0.04247 -1.49169
2 N -1.34129 -0.06348 -0.07001
3 C -0.09488 -0.34786 0.37527
4 O 0.82143 -0.31967 -0.61863
5 O 0.24279 -0.49575 1.53306
6 H -1.08081 -0.66163 -2.07709
7 H -2.73318 -0.09415 -1.59910
8 H -1.44019 1.03906 -1.87541
9 H -2.07373 -0.39186 0.54357
10 H 1.69383 -0.53729 -0.25511
11 H 2.02608 0.95039 1.37271
12 H 2.72816 0.17157 2.46786
13 O 2.91383 0.70820 1.69458

The value obtained for the energy is -360.909901 Ha. The strongest force on any atom comes out at 1.06 eV/Å. As for the structure (SMILES): CNC(=O)O.O. For the energy above the lowest of the compared OMol25 structures with the same formula, charge and spin, the calculation gives 2.4 kcal per mole. The value obtained for the LUMO energy is 0.6 eV.

---

(6)
Formula: C20H21NO3
Source: the OMol25 dataset
Level of theory: ωB97M-V with the def2-TZVPD basis set

Element x y z (Å)
1 O -1.50598 -1.97704 0.46740
2 O -2.15512 -0.11916 -0.69654
3 O -2.84329 0.71230 3.53620
4 C -1.75037 -0.77922 0.40411
5 C 4.01951 -1.56805 -1.82321
6 C 2.85535 -0.99198 -1.25622
7 C 4.91115 -0.55692 -2.07752
8 C 2.97108 0.36944 -1.24267
9 C -0.86532 1.17929 1.70367
10 C -1.67445 0.05337 1.59814
11 C 0.71920 3.41558 -0.82421
12 C 1.76559 2.61015 -1.28276
13 C -0.12047 2.92494 0.16499
14 C 1.06212 0.85931 0.20515
15 C 1.93773 1.29410 -0.77573
16 C 0.01426 1.63407 0.67270
17 N 4.26964 0.65486 -1.72682
18 C -1.76098 -0.75494 -1.91791
19 C 4.96032 1.95440 -1.69516
20 C -0.88743 1.90242 3.00435
21 C -2.50075 -0.40001 2.76853
22 C -1.73197 -1.23199 3.76439
23 C -0.95770 -0.16589 4.57096
24 C -1.64643 1.14049 4.13844
25 H 4.22386 -2.62182 -1.99903
26 H 1.98169 -1.53067 -0.95224
27 H 5.89455 -0.67650 -2.47881
28 H 0.57490 4.40947 -1.18874
29 H 2.40527 2.98959 -2.07700
30 H -0.91662 3.53506 0.59920
31 H 1.21878 -0.09103 0.64072
32 H -2.01908 -0.13305 -2.73265
33 H -0.69706 -1.00084 -1.94281
34 H -2.31767 -1.69940 -2.03627
35 H 4.56644 2.68632 -2.44345
36 H 4.85272 2.37385 -0.71366
37 H 6.03513 1.84579 -1.82352
38 H -1.41409 2.82065 2.84602
39 H 0.12910 2.11915 3.36862
40 H -3.41498 -0.92428 2.40118
41 H -1.05711 -1.94786 3.26125
42 H -2.41775 -1.83420 4.40838
43 H -1.16601 -0.33013 5.63353
44 H 0.13548 -0.15246 4.37836
45 H -1.87028 1.81579 4.98363

The value obtained for the energy is -1055.162811 Ha. The strongest force on any atom comes out at 4.55 eV/Å. As for the structure (SMILES): COC(=O)C1=C(c2cccc(-c3cccn3C)c2)C[C@@H]2CC[C@H]1O2. For the energy above the lowest of the compared OMol25 structures with the same formula, charge and spin, the calculation gives 37.9 kcal per mole. The value obtained for the LUMO energy is 0.7 eV.